DFT (ωB97M-V/def2-TZVPD) results for 2 unconnected molecules or ions with the total composition C2H6OS2.

Geometry as XYZ:
```
11
Properties=species:S:1:pos:R:3:forces:R:3:nbo_charge:R:1
S -0.539 0.701 0.738 -0.023 0.107 -0.327 -0.1253
S -1.485 2.541 1.033 -0.140 -0.173 2.383 -0.1635
O 2.635 -2.131 -1.166 -2.004 1.502 -0.725 -0.7079
C 1.198 -1.934 -1.387 0.004 -1.632 0.714 0.1261
C 0.277 -2.944 -1.246 1.789 0.437 -0.216 -0.4968
H 0.892 -0.908 -1.609 0.270 -0.343 -0.030 0.1668
H -0.810 -3.001 -1.375 0.496 1.357 -0.152 0.2248
H 3.130 -1.276 -1.349 -1.277 -1.556 0.292 0.4823
H 0.144 1.127 -0.349 -0.009 -0.049 0.370 0.1277
H 0.571 -3.968 -1.025 0.731 0.238 0.109 0.2051
H -1.471 2.487 2.497 0.163 0.111 -2.419 0.1607
```
Positions in Å, forces in eV/Å.

## Properties
spin multiplicity = 1
max |F| = 2.6 eV/A
highest occupied orbital energy = -0.3242 Ha
HOMO-LUMO gap = 9.16 eV
LUMO = 0.333 eV
SMILES string = C=CO.SS

DFT (ωB97M-V/def2-TZVPD) results for a gas-phase ion, C3H10N2O3PS (charge -1).

Geometry as XYZ:
```
20
Properties=species:S:1:pos:R:3:forces:R:3:nbo_charge:R:1
S 0.749 1.301 1.017 2.769 -1.646 1.173 1.4735
P -2.044 0.305 0.798 -0.401 1.096 -1.424 2.1711
O -3.273 -0.244 1.383 -1.434 -0.560 -0.116 -1.1534
O 1.529 1.333 2.318 -1.247 -0.016 -2.122 -0.9649
O -1.120 0.832 1.916 1.075 -0.412 -0.936 -1.0989
N 2.084 -0.936 0.388 -0.515 1.557 1.194 -0.4708
N 1.221 0.155 0.029 0.392 1.710 1.124 -0.7261
C -2.247 1.778 -0.412 -1.275 -2.659 -0.068 -1.0097
C -1.336 -0.893 -0.429 -2.523 -0.150 -1.934 -1.0462
C 2.848 -1.268 -0.745 1.785 -2.178 -1.640 -0.4015
H -1.310 1.750 -0.956 0.007 0.437 -0.347 0.2151
H -2.366 2.629 0.193 -0.045 1.370 0.554 0.2188
H 3.382 -0.458 -1.279 -0.975 0.191 -0.157 0.1674
H -1.883 -0.988 -1.465 -0.255 0.728 2.038 0.2124
H -1.481 -1.883 -0.052 0.658 -0.712 0.508 0.2319
H 3.764 -1.815 -0.369 -1.092 -0.158 -0.269 0.1772
H 2.808 -0.624 1.032 -0.737 0.405 0.770 0.3403
H 2.256 -1.958 -1.418 0.855 0.950 0.321 0.1864
H -0.416 -0.639 -0.866 1.513 -0.119 0.480 0.2606
H -3.165 1.622 -1.082 1.446 0.165 0.852 0.2167
```
Positions in Å, forces in eV/Å.

## Properties
spin multiplicity = 1
max |F| = 3.4 eV/A
highest occupied orbital energy = -0.1717 Ha
charge = -1
HOMO-LUMO gap = 8.12 eV
LUMO = 3.445 eV

DFT (ωB97M-V/def2-TZVPD) results for a molecular structure, C28H28N8O4PdSSe.

Geometry as XYZ:
```
71
Properties=species:S:1:pos:R:3:forces:R:3:mulliken_charge:R:1
Pd 1.003 -0.525 0.258 1.031 0.715 0.477 0.1549
Se -0.122 -5.700 -5.407 0.163 0.662 0.849 0.2667
S 0.521 0.911 2.940 -0.289 -0.908 -0.797 1.3445
O 0.674 0.747 4.360 0.302 0.271 0.065 -0.8298
O 2.999 -0.022 0.347 -0.790 0.248 -2.665 -0.6762
O 4.569 0.265 1.907 1.091 0.420 -0.433 -0.7277
O -0.825 1.006 2.412 -0.085 0.349 0.231 -0.5654
N -1.174 1.231 -0.797 0.305 0.324 0.144 0.7250
N 1.182 -3.035 0.082 -0.123 -0.135 -1.418 -0.0307
N -3.128 0.164 -0.081 -0.144 0.192 0.156 0.2287
N -1.007 -0.768 0.284 -0.338 0.065 -0.292 0.8591
N 1.195 -0.332 2.162 -2.486 1.118 1.505 0.0612
N 1.048 -0.833 -1.676 -0.205 -1.597 -1.490 0.4835
N 0.005 -5.915 -3.640 0.172 0.196 0.385 -0.8907
N 0.216 -3.953 -5.283 0.020 0.349 0.247 -0.8857
C 1.234 2.497 2.467 -0.285 -0.454 0.395 -0.0672
C 0.545 -4.542 -1.704 0.295 1.337 1.089 0.4634
C -3.803 -0.867 0.682 -0.033 -0.396 0.265 -0.7068
C 2.473 -0.779 2.531 2.508 0.529 -0.627 -0.6641
C 1.706 5.151 1.797 -0.017 -0.039 0.077 1.0596
C -1.886 2.360 -1.357 -0.314 0.110 0.043 -0.7589
C 3.495 -0.099 1.497 -0.720 -1.258 3.653 0.7696
C 1.883 6.585 1.402 0.091 0.070 0.028 -1.4307
C -1.606 -1.896 0.971 -0.077 0.055 0.295 -1.0464
C 1.180 -4.059 0.903 -0.025 -0.217 0.177 0.0690
C 1.212 3.472 3.446 0.104 -0.025 0.146 -0.9858
C 1.543 2.826 1.161 0.161 -0.129 -0.412 0.2198
C -1.781 0.191 -0.156 0.612 -0.470 -0.135 0.0560
C 1.177 0.163 -2.540 0.190 0.323 -0.145 -0.1576
C 0.845 -5.362 0.529 -0.107 0.135 -0.493 -1.2196
C 0.749 -1.253 -4.405 0.140 0.995 0.118 -0.4681
C 0.528 -5.593 -0.793 0.127 -0.089 0.433 -0.5448
C 0.391 -3.649 -4.008 -0.258 -1.037 -1.201 0.9643
C 0.656 -2.325 -3.534 0.389 0.623 1.582 0.1988
C -3.940 1.199 -0.686 -0.011 0.398 -0.124 -0.6764
C 1.044 0.016 -3.912 -0.151 -0.931 -0.169 -1.2437
C 1.449 4.795 3.116 0.026 -0.042 -0.172 -0.8257
C 1.790 4.148 0.836 -0.116 -0.041 0.198 -1.3421
C 0.855 -3.222 -1.233 -0.050 -2.649 2.014 -0.4154
C -2.854 -1.448 1.717 0.099 -0.029 -0.294 -0.7062
C -3.213 2.536 -0.636 0.052 -0.152 -0.143 -0.6539
C 0.292 -4.743 -3.093 -0.401 -0.984 -1.381 0.9055
C 0.848 -2.119 -2.124 -0.017 2.391 -2.464 0.1985
H 2.037 4.417 -0.179 0.043 0.013 -0.214 0.4410
H -0.869 -2.313 1.661 -0.089 0.115 -0.075 0.1561
H -1.865 -2.669 0.234 0.026 -0.136 0.086 0.3059
H 1.452 -3.855 1.934 0.016 0.108 -0.038 0.4318
H -2.064 2.174 -2.425 -0.030 0.150 0.038 0.3001
H 1.165 0.867 -4.564 -0.015 0.021 -0.016 0.4833
H 1.267 6.824 0.536 -0.013 0.051 -0.047 0.3428
H 2.920 6.794 1.141 0.070 0.045 -0.035 0.3123
H -3.813 3.315 -1.104 -0.021 -0.004 -0.046 0.3923
H -1.269 3.255 -1.268 0.038 -0.095 0.023 0.4120
H 1.623 2.055 0.396 0.023 0.071 0.205 0.5324
H 2.736 -0.524 3.562 0.004 -0.212 -0.166 0.3980
H -3.032 2.810 0.405 0.014 0.020 0.019 0.2791
H 1.600 7.244 2.217 -0.010 0.112 0.041 0.3655
H 0.279 -6.579 -1.153 -0.024 -0.115 -0.026 0.5481
H 1.420 5.554 3.884 -0.032 0.067 0.034 0.3436
H -4.147 -1.662 0.009 -0.118 0.020 0.049 0.2405
H 2.570 -1.854 2.340 -0.093 -0.032 0.324 0.0234
H -4.884 1.262 -0.138 0.097 -0.091 -0.065 0.3984
H -3.323 -2.285 2.233 -0.036 0.006 0.021 0.4585
H -0.225 1.394 -0.460 -0.412 -0.155 -0.025 -0.6073
H -2.560 -0.680 2.433 -0.071 -0.046 0.054 0.2584
H 1.420 1.140 -2.126 -0.115 -0.265 0.050 0.4885
H -4.678 -0.423 1.163 0.066 0.006 -0.084 0.4603
H 0.992 3.162 4.455 -0.049 0.097 0.173 0.5015
H 0.598 -1.428 -5.459 0.018 -0.010 -0.101 0.5463
H 0.850 -6.154 1.260 -0.002 -0.106 0.062 0.4483
H -4.164 0.934 -1.728 -0.124 0.072 0.048 0.2301
```
Positions in Å, forces in eV/Å.

## Properties
spin multiplicity = 1
max |F| = 3.9 eV/A
highest occupied orbital energy = -0.2645 Ha
HOMO-LUMO gap = 5.72 eV
LUMO = -1.480 eV

DFT (ωB97M-V/def2-TZVPD) results for 6 unconnected molecules or ions with the total composition C10H32N2O6.

Geometry as XYZ:
```
50
Properties=species:S:1:pos:R:3:forces:R:3:nbo_charge:R:1
O 0.003 -1.674 -0.402 -2.367 -1.345 -2.436 -0.7505
O 5.119 0.452 -1.419 -0.394 0.582 -0.633 -0.7124
O -0.876 -0.019 3.405 -0.239 1.175 1.116 -0.7308
O -0.453 2.111 0.969 1.075 -0.209 0.022 -0.7295
O -4.021 0.657 0.566 0.429 0.083 -0.037 -0.7464
O 3.718 -0.225 1.790 -6.372 0.893 -0.821 -0.7504
N 2.013 1.224 1.148 2.192 2.299 -0.977 -0.8349
N 1.398 -0.754 1.792 -1.088 -5.621 1.663 -0.8655
C 0.204 2.442 -1.228 0.007 -0.951 1.650 -0.6378
C 2.382 0.065 1.627 8.413 -0.197 0.096 0.7569
C 3.531 -0.357 -3.177 1.999 2.147 0.139 -0.6326
C -0.944 1.885 -0.316 1.077 1.063 -1.611 -0.0683
C 3.752 0.409 -1.849 -0.196 -1.013 0.460 -0.0708
C -3.642 -1.440 -0.575 1.203 0.112 1.794 -0.6436
C -1.800 -2.138 2.697 1.364 0.107 -1.853 -0.6165
C -3.942 0.016 -0.719 0.498 0.598 0.086 -0.0595
C -1.833 -0.623 2.571 -1.380 -1.080 -0.520 -0.0901
C 0.709 -1.337 -1.568 1.347 0.101 -0.065 -0.2527
H -1.943 -2.489 3.667 -0.381 -0.245 1.927 0.2130
H 3.348 1.443 -1.848 0.017 -0.480 -0.418 0.1454
H 4.334 -0.130 -3.918 -0.564 0.066 0.552 0.2188
H -1.195 2.151 1.509 -1.855 0.089 1.942 0.4775
H -1.869 2.436 -0.394 -0.282 0.469 -0.556 0.1621
H -4.338 1.569 0.487 0.043 -0.440 -0.257 0.4723
H -2.536 -1.588 -0.372 -1.329 -0.107 0.081 0.2362
H 0.524 -1.399 0.302 1.649 0.787 2.150 0.4753
H -4.300 -1.860 0.209 0.587 0.057 -0.194 0.2131
H 3.521 -1.390 -3.064 0.208 -1.898 0.570 0.2092
H -2.921 -0.388 2.634 0.847 0.790 0.738 0.1916
H 0.460 -0.431 1.986 0.192 0.044 0.415 0.4285
H -4.860 0.146 -1.215 -1.490 0.125 -0.621 0.1604
H -0.105 2.471 -2.218 -0.517 0.025 -2.005 0.2132
H 0.527 3.447 -0.936 -0.365 -0.186 0.180 0.2194
H 5.047 1.077 -0.687 0.697 -0.372 0.197 0.4674
H 3.265 -0.164 -1.038 -0.416 0.384 -0.375 0.1709
H 2.600 -0.111 -3.610 -1.147 0.569 -0.494 0.2056
H -1.225 0.848 -0.505 0.512 -0.268 -0.007 0.1818
H 1.778 -1.687 -1.493 -1.080 -0.110 -0.415 0.1728
H -1.004 0.954 3.476 0.000 -1.109 -0.092 0.4755
H 1.096 1.784 -1.162 -0.624 0.350 -0.052 0.2124
H 0.214 -1.675 -2.495 0.180 -0.166 0.677 0.1862
H 1.686 -1.735 2.104 -0.789 2.194 -0.207 0.4253
H -3.205 0.471 -1.390 0.216 0.234 0.291 0.1505
H -0.773 -2.524 2.407 -1.372 0.139 -0.103 0.1953
H 0.799 -0.259 -1.610 -0.045 0.481 -0.370 0.1511
H 2.774 1.697 0.661 -0.614 0.150 0.632 0.3999
H -1.568 -0.362 1.569 -0.033 0.071 -1.109 0.1514
H -2.640 -2.546 2.094 0.937 0.072 0.040 0.2221
H 1.069 1.495 1.006 -0.535 0.143 0.045 0.4128
H -3.877 -1.944 -1.469 -0.213 -0.603 -1.237 0.2185
```
Positions in Å, forces in eV/Å.

## Properties
spin multiplicity = 1
max |F| = 8.4 eV/A
highest occupied orbital energy = -0.3334 Ha
HOMO-LUMO gap = 9.07 eV
LUMO = 0.002 eV
SMILES string = NC(N)=O.CCO.CCO.CCO.CCO.CO

DFT (ωB97M-V/def2-TZVPD) results for C6H7N3 in the gas phase.

Geometry as XYZ:
```
16
Properties=species:S:1:pos:R:3:forces:R:3:nbo_charge:R:1
N -3.037 0.126 -1.024 0.522 -0.069 0.471 -0.3010
N 0.144 -0.904 -0.087 -2.371 0.014 1.129 -0.2291
N -0.259 -2.191 -0.506 1.290 -0.455 -4.486 -0.6029
C 1.262 -0.342 -0.456 1.374 3.028 0.446 0.0657
C -2.103 0.025 -0.353 -1.610 0.052 -2.060 0.2561
C -0.485 1.276 0.984 -0.042 0.021 -0.984 -0.2200
C -0.934 -0.100 0.461 0.584 0.717 2.217 -0.1955
C 0.763 1.664 0.748 0.888 -1.277 -0.437 -0.1778
C 1.676 0.899 -0.090 -1.793 -1.182 0.772 -0.3881
H -1.290 1.904 1.362 0.411 -0.304 0.474 0.2265
H -1.312 -0.520 1.393 -0.025 -0.883 -0.016 0.2415
H -0.922 -1.959 -1.348 0.969 -0.873 1.706 0.3419
H 2.687 1.178 -0.133 0.984 0.330 -0.580 0.2199
H 1.321 2.399 1.244 -0.309 1.863 0.644 0.2160
H 0.632 -2.560 -1.131 -2.680 0.896 2.257 0.3548
H 1.857 -0.894 -1.066 1.807 -1.877 -1.553 0.1920
```
Positions in Å, forces in eV/Å.

## Properties
spin multiplicity = 1
max |F| = 4.7 eV/A
highest occupied orbital energy = -0.2809 Ha
HOMO-LUMO gap = 8.22 eV
LUMO = 0.574 eV
SMILES string = N#C[C@@H]1C=CC=CN1N

DFT (ωB97M-V/def2-TZVPD) results for C2H3N3O2 in the gas phase.

Geometry as XYZ:
```
10
Properties=species:S:1:pos:R:3:forces:R:3:nbo_charge:R:1
O -0.081 -0.914 -0.109 1.665 -1.435 -0.452 -0.3208
O 2.217 -0.484 -0.154 0.635 -3.577 1.372 -0.5546
N -0.769 1.345 0.054 5.211 -2.920 -3.255 -0.4189
N 0.947 -0.107 0.347 3.168 1.888 -0.610 0.1021
N -2.284 -0.672 0.046 0.105 -0.438 -0.877 -0.7005
C -1.149 -0.157 -0.086 -2.517 3.577 1.716 0.6098
C 0.631 1.230 -0.140 -5.798 1.653 4.192 0.1664
H 1.252 2.226 0.026 -0.833 -2.763 -0.616 0.2531
H -3.082 -0.066 -0.092 0.290 0.403 0.314 0.3700
H 2.588 -1.368 0.394 -1.927 3.613 -1.785 0.4934
```
Positions in Å, forces in eV/Å.

## Properties
spin multiplicity = 1
max |F| = 7.3 eV/A
highest occupied orbital energy = -0.3441 Ha
HOMO-LUMO gap = 8.84 eV
LUMO = -0.525 eV
SMILES string = [H]/N=c1\ncn(O)o1

> Which formula does entry 2 have?

C3H10N2O3PS

> Number 3 is which compound?

C28H28N8O4PdSSe

What did the second record say?
DFT (ωB97M-V/def2-TZVPD) results for a gas-phase ion, C3H10N2O3PS (charge -1).

Geometry as XYZ:
```
20
Properties=species:S:1:pos:R:3:forces:R:3:nbo_charge:R:1
S 0.749 1.301 1.017 2.769 -1.646 1.173 1.4735
P -2.044 0.305 0.798 -0.401 1.096 -1.424 2.1711
O -3.273 -0.244 1.383 -1.434 -0.560 -0.116 -1.1534
O 1.529 1.333 2.318 -1.247 -0.016 -2.122 -0.9649
O -1.120 0.832 1.916 1.075 -0.412 -0.936 -1.0989
N 2.084 -0.936 0.388 -0.515 1.557 1.194 -0.4708
N 1.221 0.155 0.029 0.392 1.710 1.124 -0.7261
C -2.247 1.778 -0.412 -1.275 -2.659 -0.068 -1.0097
C -1.336 -0.893 -0.429 -2.523 -0.150 -1.934 -1.0462
C 2.848 -1.268 -0.745 1.785 -2.178 -1.640 -0.4015
H -1.310 1.750 -0.956 0.007 0.437 -0.347 0.2151
H -2.366 2.629 0.193 -0.045 1.370 0.554 0.2188
H 3.382 -0.458 -1.279 -0.975 0.191 -0.157 0.1674
H -1.883 -0.988 -1.465 -0.255 0.728 2.038 0.2124
H -1.481 -1.883 -0.052 0.658 -0.712 0.508 0.2319
H 3.764 -1.815 -0.369 -1.092 -0.158 -0.269 0.1772
H 2.808 -0.624 1.032 -0.737 0.405 0.770 0.3403
H 2.256 -1.958 -1.418 0.855 0.950 0.321 0.1864
H -0.416 -0.639 -0.866 1.513 -0.119 0.480 0.2606
H -3.165 1.622 -1.082 1.446 0.165 0.852 0.2167
```
Positions in Å, forces in eV/Å.

## Properties
spin multiplicity = 1
max |F| = 3.4 eV/A
highest occupied orbital energy = -0.1717 Ha
charge = -1
HOMO-LUMO gap = 8.12 eV
LUMO = 3.445 eV

> Which formula does entry 6 have?

C2H3N3O2